(1)
A 6-piece molecular cluster, C36H69BF4N8O2 overall at a distorted geometry, computed with ωB97M-V with the def2-TZVPD basis set.

Calculated values
Orbital gap (spin up / spin down) in eV: 3.06 / 3.97
Lowest unoccupied orbital energy (spin up / spin down) in Eh: -0.3782 / -0.3782
Calculated total energy in a.u.: -2425.01722
Spin multiplicity: 2
Expectation value of S²: 0.756
Total charge: +3

```
120
Properties=species:S:1:pos:R:3:forces:R:3
C 1.78466 -2.32667 3.04909 -0.3323 -0.3359 -0.2903
C 0.55738 -3.32032 3.05357 1.0600 0.2674 0.6211
C 0.69732 -4.14210 4.40479 -0.5947 -0.0099 0.1594
C -0.46752 -5.13641 4.79108 1.6377 1.1057 -0.0474
C -1.73015 -4.76727 4.06887 -0.9016 0.5751 -0.6501
C -2.04402 -3.22391 3.72840 -0.3296 -0.7959 -0.5018
N -0.82044 -2.56254 3.11472 0.6178 6.7600 -2.6881
O -0.89228 -1.26209 2.59323 0.2904 -8.8633 3.9761
C -2.43701 -2.50246 5.08079 0.5730 -0.4112 -0.0809
C -3.18229 -3.14126 2.61264 0.8840 -0.1817 0.1223
C 0.57541 -4.21360 1.76466 -0.6497 0.7655 -0.1714
H 2.66226 -2.93027 2.81761 -0.0764 -0.2711 0.0479
H 1.99929 -1.88946 4.02422 -0.3931 -0.0461 0.0899
H 1.81634 -1.53088 2.30490 -0.6600 -0.1602 -0.1375
H 0.92772 -3.40989 5.17867 -0.6010 0.1323 0.1950
H 1.64656 -4.67738 4.38190 -0.0217 -0.1167 -0.5792
H -0.63209 -5.20092 5.86665 0.3152 0.3417 0.0220
H -0.15059 -6.13609 4.49392 -0.2117 0.0113 -0.0569
H -2.56552 -5.08412 4.69327 -0.2780 0.1006 -0.2388
H -1.73369 -5.41670 3.19347 -0.5149 0.5569 -0.3969
H -1.93522 -3.01091 5.90406 0.5166 0.1525 -0.0981
H -3.47611 -2.66302 5.36817 -0.2220 0.0936 -0.7579
H -2.19232 -1.44113 5.12315 -0.0887 -0.0624 -0.2538
H -3.23724 -2.18419 2.09389 -0.2801 0.4687 0.8778
H -4.10286 -3.49738 3.07504 -0.0282 0.3613 -0.0978
H -2.98360 -3.76822 1.74342 0.3675 -0.6544 0.3649
H 0.72240 -3.58482 0.88652 -0.2000 0.2899 0.0707
H -0.36277 -4.75029 1.62366 0.0928 -0.1064 0.0809
H 1.40209 -4.92269 1.72127 -0.0206 0.0268 0.7393
C 1.37753 3.85809 -0.71233 -0.9224 -1.5837 0.2208
C 2.36198 3.35465 -1.79522 0.1261 -0.6917 -0.2150
C 2.26275 4.30301 -3.00922 1.3392 0.3195 -0.7648
C 3.25455 5.53331 -2.99434 -1.6093 -0.2858 -0.5059
C 4.64103 5.11674 -2.57172 0.0468 0.6717 0.5670
C 4.61214 4.57553 -1.16058 2.2056 -2.2464 0.2607
N 3.74854 3.32373 -1.23105 1.5994 -2.7391 3.3501
O 4.11784 2.25025 -0.33479 -1.9940 4.2452 -3.5224
C 4.27396 5.53491 -0.06113 -0.6674 0.4254 1.4939
C 6.08350 4.14577 -0.80703 1.1929 -0.2406 0.2612
C 2.07243 1.88095 -2.33762 -0.2288 1.3088 1.7489
H 1.09206 3.02982 -0.06382 0.9427 -0.1779 0.6465
H 0.36424 3.94858 -1.10370 0.0560 0.8528 -0.7407
H 1.65516 4.73049 -0.12077 0.1690 -0.0597 -0.3712
H 1.21542 4.53242 -3.20563 -0.0661 0.6112 0.5984
H 2.45878 3.75624 -3.93156 0.6387 -0.3644 0.0477
H 2.82346 6.31857 -2.37335 0.2794 -0.0217 0.4313
H 3.24445 6.00294 -3.97793 0.1227 -0.2430 -0.1903
H 5.35312 5.93862 -2.49720 -0.2337 0.3663 -0.4387
H 5.10493 4.38749 -3.23587 -0.2229 -0.1412 -0.0666
H 5.12099 6.09103 0.34059 0.3162 0.3497 -0.9371
H 4.10336 4.96207 0.85038 -0.6925 -0.3457 -0.0572
H 3.45733 6.23934 -0.21920 -0.0638 -0.1442 -0.1240
H 6.50140 3.23067 -1.22661 -0.6179 -0.0254 -0.5262
H 6.44019 4.07915 0.22080 -1.4241 -0.4653 0.7614
H 6.82864 4.91647 -1.00422 -0.4426 0.5673 -1.1997
H 2.01536 1.19930 -1.48897 0.3191 -0.0463 0.0029
H 2.89632 1.59956 -2.99347 -0.3360 0.0016 -0.1557
H 1.06931 1.84480 -2.76252 0.1753 0.1211 -0.5445
C 0.09657 -1.33016 -4.84890 -0.3281 -0.4804 0.7587
C 0.14606 -2.85437 -4.43338 -1.6359 2.6604 -0.4644
N 1.37083 -3.14259 -3.71612 1.6846 -0.8561 -2.5584
C 1.68578 -2.75711 -2.43089 1.5122 -1.3356 -0.1574
C 2.97551 -3.24505 -2.20497 -0.8459 -0.5477 -0.4688
N 3.39166 -3.89609 -3.34011 -0.3262 0.3098 -2.3680
C 2.44324 -3.71671 -4.35119 0.9330 -0.6137 4.3876
C 4.68757 -4.66792 -3.53035 -0.2488 0.5625 -0.5117
H 0.40287 -0.70609 -4.00937 0.0207 0.0347 -0.0246
H -0.93130 -1.05877 -5.08959 -0.0687 -0.1144 0.0303
H 0.68468 -1.06528 -5.72756 0.2378 -0.4136 0.0956
H -0.12423 -3.35757 -5.36173 1.2161 -0.9370 0.2099
H -0.68847 -3.09934 -3.77637 0.1046 0.2486 0.2409
H 0.96565 -2.27801 -1.78416 0.1622 0.1982 -0.1187
H 3.63595 -3.33984 -1.35572 -0.3918 0.5165 0.1987
H 2.61153 -4.18584 -5.30931 -0.7031 0.3450 -0.1439
H 5.55497 -4.07787 -3.23444 -0.3376 0.0083 0.5909
H 4.90063 -4.84615 -4.58436 -0.6470 0.2029 -0.1842
H 4.66112 -5.66359 -3.08759 -0.2352 0.3672 0.4403
C -4.37205 0.95488 2.28239 0.5117 2.2648 1.2169
C -3.88880 2.19767 3.20753 -0.7435 -0.8164 -2.3732
N -2.48653 2.05194 3.51088 4.8133 -0.4345 2.1805
C -1.98718 1.67641 4.79999 0.5292 -0.0447 -1.5284
C -0.59405 1.53672 4.72581 -3.1664 0.3916 2.0222
N -0.23237 1.86424 3.50137 -5.3331 1.3743 -1.6341
C -1.32983 2.22482 2.72725 -1.2326 -1.4416 2.7298
C 1.00564 1.84835 2.95481 3.7831 -0.4667 -1.8055
H -3.84953 1.11664 1.33958 -0.1759 -0.4570 -0.1051
H -5.44808 1.09091 2.17395 0.0659 -0.3290 -0.2089
H -4.11606 -0.00302 2.73517 -0.0616 0.1293 -0.0276
H -4.55494 2.36011 4.05486 0.6858 -0.3134 0.3872
H -3.93163 3.12082 2.62955 -0.4118 -0.0860 -0.1876
H -2.65319 1.57692 5.64434 0.0628 -0.0097 -0.1282
H 0.08647 1.42252 5.55663 0.0855 -0.2498 -0.2406
H -1.26275 2.42762 1.66858 -0.0634 0.0177 0.0388
H 1.03003 2.67099 2.24011 0.8317 -0.1957 0.0208
H 1.15689 0.89598 2.44666 0.0592 0.0757 -0.4460
H 1.79398 1.87009 3.70724 -0.1051 0.5828 -0.0103
C -4.14786 -2.36479 -2.19372 0.6752 -0.2536 -1.1631
C -4.60724 -1.25014 -1.34461 -0.4631 -0.2538 2.1224
N -4.60939 0.05854 -1.97623 2.2111 2.0094 1.1648
C -5.49011 0.41233 -2.92719 0.3021 2.3646 -1.9476
C -5.10579 1.66218 -3.39118 0.7455 0.1257 1.1936
N -4.04434 2.15158 -2.57992 -0.4116 -3.0637 -1.0686
C -3.70484 1.10600 -1.74115 -2.2386 -0.5667 -1.5963
C -3.30138 3.39879 -2.87851 0.1893 0.7141 0.9219
H -3.05951 -2.30502 -2.19089 0.1154 -0.1587 -0.5095
H -4.54131 -2.23419 -3.20181 0.1023 -0.5547 -0.1082
H -4.40418 -3.33318 -1.76406 -0.2700 0.1196 -0.1445
H -3.91942 -1.30648 -0.50091 -0.2222 0.9605 0.2104
H -5.60626 -1.42999 -0.94748 -0.1232 0.1644 -0.1196
H -6.30912 -0.16816 -3.32549 0.2352 -0.2927 0.2845
H -5.35613 2.25070 -4.26145 -0.5494 -0.1232 0.2381
H -2.91215 0.97719 -1.01903 0.0986 0.4293 -0.1175
H -3.01614 3.70507 -3.88495 0.0384 -1.6731 -0.6024
H -2.39724 3.36386 -2.27070 -0.1766 0.3528 0.0254
H -3.91319 4.28359 -2.70265 -0.2176 -0.2548 1.1050
B -0.58008 -0.12162 -0.30822 1.6427 1.0279 -0.3616
F -1.78953 -0.63206 0.04035 -2.1490 -0.2224 0.4891
F 0.38132 -0.81313 0.37665 1.2444 -0.6295 1.0088
F -0.32971 -0.29133 -1.64103 -0.3038 -0.2948 -1.6680
F -0.46897 1.27604 -0.04427 -0.6714 -0.0868 0.4382
```
Positions in Å, forces in eV/Å.

These are the Mulliken partial charges, in e, on atoms 1 to 99: -1.479 1.150 -1.341 -0.678 -1.377 1.245 0.257 0.830 -1.316 -1.474 -1.340 0.485 0.465 0.020 0.472 0.527 0.370 0.357 0.607 0.362 0.448 0.450 0.102 0.039 0.559 0.374 0.247 0.366 0.411 -0.701 1.525 -1.137 -0.836 -1.113 1.544 0.422 -0.545 -1.901 -1.856 -1.852 -0.321 0.141 0.362 0.445 0.412 0.355 0.455 0.441 0.379 0.476 0.434 0.308 0.360 0.409 0.498 0.239 0.562 0.394 -0.691 -0.527 0.326 -0.526 -0.647 0.103 -0.105 -0.845 -0.018 0.366 0.378 0.318 0.247 0.550 0.507 0.389 0.374 0.317 0.340 -0.356 -0.775 0.339 -0.601 -0.359 0.295 -0.908 -0.777 -0.078 0.502 0.086 0.386 0.386 0.540 0.510 0.753 0.439 0.079 0.355 -1.013 -0.009 0.429

=====

(2)
A 3-piece molecular cluster, C36H69BN2O10S overall at a distorted geometry, computed with ωB97M-V with the def2-TZVPD basis set.

Calculated values
Orbital gap in eV: 8.76
Lowest unoccupied orbital energy in Eh: 0.0155
Calculated total energy in a.u.: -2697.87605
Total charge: 0
Energy relative to the best compared isomer or geometry (same formula, charge and spin) in kcal per mole: 0.0

```
119
Properties=species:S:1:pos:R:3:forces:R:3
C -5.64809 -2.03420 2.73790 0.2869 -0.0403 -0.4155
C -5.13025 -1.74156 1.51813 -0.0649 -0.1571 0.2566
C -3.69114 -1.28991 1.28369 -1.1519 -1.6799 -0.2889
C -3.64508 0.19153 1.75297 0.1759 0.1597 -0.1933
N -3.36005 0.36300 3.16905 -0.0960 -0.6786 -0.1748
C -2.08778 -0.20692 3.62561 0.7844 0.4912 0.7069
C -2.18287 -0.81831 5.01195 -0.1288 0.3432 -1.2232
C -2.71395 -0.04439 6.02432 -0.1747 0.3166 -0.1194
C -2.78533 -0.53372 7.30562 -0.2933 0.6768 0.6811
C -2.31699 -1.79537 7.61411 -0.2180 -0.8486 0.5761
C -2.31848 -2.39017 9.00900 0.6851 0.9344 0.0045
C -1.81276 -2.56324 6.58758 0.4069 -0.6315 -0.1923
C -1.73388 -2.08737 5.29491 0.1639 -0.2973 -0.2001
C -2.79957 1.10673 0.78137 -1.2124 0.9260 -0.2218
S -1.98574 2.52910 1.66168 0.6410 -0.1297 0.0577
O -1.91020 0.41313 -0.07885 0.3273 0.5939 0.8902
C -0.56912 0.23061 0.36437 1.8993 -1.4068 -1.6575
C 0.42511 1.26124 -0.26318 0.0245 0.4085 0.9454
C 1.21311 2.08101 0.81209 0.2734 -0.0677 -1.1247
C 2.72682 1.72360 0.89305 -0.3577 0.6593 1.1230
C 3.11074 1.55677 2.37830 0.6359 -0.6360 -0.8389
N 3.22579 2.87336 3.01569 -0.0698 -0.4020 0.4485
C 2.97072 2.84921 4.42535 -0.5388 0.2841 1.2419
C 3.85389 3.73544 5.30226 -0.1169 0.4758 -0.5372
O 2.09433 2.19713 4.95989 0.7633 0.0208 -0.8109
C -0.14626 -1.18283 -0.15976 -0.7655 0.1401 0.3064
C 1.21665 -1.61707 0.39029 -0.4144 -0.2296 -0.0542
C -0.26724 -1.34582 -1.68677 -0.1448 -0.8556 -0.1860
C -1.67012 -1.76437 -2.19487 -0.0291 0.9912 -0.3295
B -3.88479 1.78036 -0.22554 0.1287 -0.1586 -0.5177
O -4.60513 0.96610 -1.09540 0.6556 0.3274 0.0612
O -4.10954 3.14897 -0.28371 -0.4218 -0.6393 1.0127
H -6.55743 -1.52707 3.06373 -0.7264 -1.4114 -0.4318
H -5.17004 -2.78167 3.37453 0.6334 1.2730 0.7358
H -5.80405 -1.79433 0.65470 -0.0724 1.6328 0.2082
H -3.06326 -1.95613 1.88906 0.3855 0.3997 -0.2120
H -3.50059 -1.41138 0.21612 0.4520 0.1764 0.2272
H -4.68475 0.54217 1.63472 0.2131 0.0604 0.0914
H -4.11381 -0.09820 3.67666 0.0254 0.0255 -0.0554
H -1.37929 0.63069 3.73580 -0.0545 -0.1687 -0.2860
H -1.60496 -0.91324 2.93636 -0.3695 -0.0336 0.0057
H -3.06529 0.95392 5.77639 0.0303 -0.0784 0.1689
H -3.18966 0.11528 8.08051 0.0330 -0.1943 0.0125
H -1.93833 -3.41209 8.96875 -0.4040 -0.0077 0.1461
H -1.58440 -1.82095 9.60071 -0.1854 -0.1652 0.0350
H -3.27028 -2.29131 9.53592 0.0163 -0.2756 -0.2036
H -1.44292 -3.56798 6.78363 -0.0945 0.1355 0.1011
H -1.30429 -2.72719 4.52727 -0.1024 0.1774 -0.0324
H -2.99329 2.95066 2.45273 -0.0069 -0.4125 -0.3306
H -0.41186 0.17887 1.44612 -0.6361 0.3943 -0.0064
H 1.19598 0.75648 -0.85477 -0.3625 -0.1260 -0.0623
H -0.11389 1.91236 -0.96113 -0.0325 -0.0478 0.2480
H 0.76925 1.93237 1.80091 -0.0463 0.1990 -0.1636
H 1.13153 3.13502 0.52261 -0.1358 -0.0654 0.3927
H 3.33572 2.57126 0.54886 -0.0881 -0.2603 -0.2641
H 3.01753 0.84888 0.30735 -0.1837 0.0160 0.1347
H 4.10235 1.07841 2.40614 -0.1312 0.1689 0.1982
H 2.42814 0.87651 2.90384 -0.1134 0.2844 -0.1201
H 2.62224 3.55945 2.57180 0.0655 0.0212 0.0646
H 3.99801 3.29044 6.28745 -0.0004 -0.1086 -0.2172
H 3.33143 4.68867 5.47119 -0.0186 -0.2025 -0.0783
H 4.79705 3.99364 4.81410 -0.0882 -0.2361 0.1394
H -0.89001 -1.87229 0.27576 0.1708 0.0704 -0.0690
H 2.04397 -1.03734 -0.02637 -0.0564 -0.0499 0.1985
H 1.38525 -2.67054 0.13574 0.0513 0.2020 -0.0393
H 1.19901 -1.56612 1.48661 0.2559 0.1954 -0.1572
H 0.41269 -2.16361 -1.96982 0.0075 0.2210 0.0827
H 0.06206 -0.47328 -2.26258 0.0550 -0.0077 0.2844
H -1.58749 -2.39120 -3.08866 -0.0697 -0.1569 0.3126
H -2.29768 -2.22171 -1.42596 0.2775 -0.2567 -0.1513
H -2.22301 -0.87494 -2.53376 0.0464 -0.1439 0.1624
H -3.96212 0.61391 -1.73106 -0.3497 -0.4493 0.0603
H -5.00671 3.31641 0.03647 -0.0352 0.3854 -0.5419
C -2.54489 2.58461 -8.30658 0.0500 0.2349 0.0300
O -3.04997 3.34869 -7.23111 0.0502 -0.3786 0.0800
C -4.32061 2.93608 -6.75729 0.0515 0.2013 -0.0064
C -4.34972 2.72003 -5.25463 -0.1230 0.1778 0.1949
O -3.53287 1.67320 -4.75105 0.0158 -0.1200 0.0879
C -2.11921 1.80193 -4.82070 0.0595 -0.1881 -0.2684
C -1.50771 2.91592 -3.99797 0.1280 0.1631 -0.1155
O -1.85988 4.20376 -4.46765 -0.3472 -0.1476 0.2221
C -2.28921 5.10254 -3.46182 0.0930 0.0979 -0.1822
H -2.87919 3.00252 -9.26139 -0.0189 -0.1424 -0.0689
H -1.45558 2.63149 -8.26944 -0.0139 0.0720 -0.0151
H -2.84056 1.53353 -8.23695 -0.0434 0.0096 -0.0181
H -4.65546 2.02422 -7.26339 0.0914 -0.0141 -0.0086
H -5.03198 3.73643 -6.99610 -0.1743 -0.1266 0.0749
H -5.37291 2.43160 -4.99760 0.0338 -0.1157 -0.0360
H -4.16483 3.64942 -4.71533 0.1860 0.0747 -0.1560
H -1.78965 1.83428 -5.85972 0.0360 0.2618 -0.0046
H -1.72695 0.86399 -4.41392 -0.0885 0.0011 0.0711
H -0.41436 2.83554 -4.06047 -0.0031 -0.2580 0.1243
H -1.80540 2.77492 -2.95254 -0.0206 0.1135 0.0396
H -2.79199 4.59094 -2.63612 0.0457 -0.0290 0.0185
H -3.00162 5.79411 -3.91455 0.0638 0.0251 -0.0327
H -1.44054 5.67813 -3.07966 -0.0457 -0.0056 0.1395
C 6.44514 -5.95101 -0.88164 -0.1951 0.0900 0.1065
O 6.23414 -4.55968 -0.75499 0.2090 -0.0998 -0.3088
C 7.41818 -3.79032 -0.63193 -0.1778 0.0587 0.1176
C 7.47949 -2.63746 -1.61867 -0.0393 0.2443 0.0347
O 7.53883 -2.98366 -2.99402 0.0161 0.0067 -0.0224
C 6.41111 -3.59560 -3.60352 0.0395 -0.2431 -0.0094
C 5.14720 -2.75862 -3.68278 -0.1020 -0.1511 0.1272
O 4.58787 -2.50070 -2.40536 0.3182 0.2495 -0.0373
C 4.21717 -1.15760 -2.17921 -0.1807 -0.2160 0.1227
H 6.48013 -6.42269 0.10541 0.1134 -0.1019 -0.0406
H 5.60416 -6.36908 -1.43667 -0.0362 0.0220 0.0608
H 7.36132 -6.17780 -1.43478 0.0262 0.0084 0.0382
H 8.31062 -4.41494 -0.74541 -0.0567 -0.0495 -0.0535
H 7.42719 -3.36792 0.38067 0.2099 0.0842 -0.0324
H 8.41241 -2.10232 -1.41941 0.0555 -0.0930 -0.0600
H 6.68367 -1.91472 -1.43460 -0.1762 -0.1765 0.0545
H 6.21199 -4.57005 -3.15616 -0.1713 0.0784 0.1563
H 6.72255 -3.79788 -4.63209 0.0309 0.1085 0.0002
H 4.40135 -3.31771 -4.26151 0.1341 0.0075 -0.1949
H 5.36646 -1.82771 -4.21485 -0.0066 0.0622 0.0584
H 4.85613 -0.45330 -2.71949 -0.0176 -0.0148 -0.0541
H 4.32303 -0.95650 -1.11092 -0.0517 -0.0373 0.0007
H 3.16935 -1.00541 -2.46157 0.0245 0.1846 -0.0483
```
Positions in Å, forces in eV/Å.

These are the Mulliken partial charges, in e, on atoms 1 to 99: -0.758 -0.716 0.830 -1.084 -0.005 0.618 -0.107 -0.409 -0.690 0.970 -1.366 -0.762 -0.773 -0.532 -0.351 0.411 0.072 -0.098 -0.941 0.070 -0.684 -0.321 0.545 -1.141 -0.509 0.529 -1.362 -0.504 -0.923 0.907 -0.549 -0.637 0.287 0.293 0.399 0.297 -0.421 0.772 0.499 0.228 -0.218 0.485 0.355 0.324 0.295 0.334 0.245 0.415 0.171 -0.009 0.447 -0.254 0.464 0.346 0.563 -0.670 0.450 0.367 0.306 0.344 0.265 0.329 0.149 -0.127 0.582 0.311 0.382 0.137 0.374 0.285 -0.030 0.247 0.259 -0.821 -0.306 -0.590 -0.189 -0.444 -0.374 0.246 -0.333 -0.663 0.284 0.238 0.391 0.333 0.387 0.422 0.085 0.079 0.345 0.450 -0.293 0.207 0.274 0.282 -0.856 -0.254 -0.509